(1)
{
  "formula": "C39H78O39",
  "method": "ωB97M-V/def2-TZVPD",
  "homo_lumo_gap_ev": 11.08,
  "total_charge": 0,
  "lumo_energy_ha": 0.0202,
  "largest_force_ev_per_a": 3.18,
  "e_above_lowest_kcal_mol": 0.0,
  "energy_ha": -4467.27962,
  "symbols": ["C", "O", "C", "O", "O", "C", "H", "H", "H", "H", "H", "H", "C", "O", "C", "O", "O", "C", "H", "H", "H", "H", "H", "H", "C", "O", "C", "O", "O", "C", "H", "H", "H", "H", "H", "H", "C", "O", "C", "O", "O", "C", "H", "H", "H", "H", "H", "H", "C", "O", "C", "O", "O", "C", "H", "H", "H", "H", "H", "H", "C", "O", "C", "O", "O", "C", "H", "H", "H", "H", "H", "H", "C", "O", "C", "O", "O", "C", "H", "H", "H", "H", "H", "H", "C", "O", "C", "O", "O", "C", "H", "H", "H", "H", "H", "H", "C", "O", "C", "O", "O", "C", "H", "H", "H", "H", "H", "H", "C", "O", "C", "O", "O", "C", "H", "H", "H", "H", "H", "H", "C", "O", "C", "O", "O", "C", "H", "H", "H", "H", "H", "H", "C", "O", "C", "O", "O", "C", "H", "H", "H", "H", "H", "H", "C", "O", "C", "O", "O", "C", "H", "H", "H", "H", "H", "H"],
  "coordinates": [[1.73953, 1.14869, 3.15538], [3.02848, 1.49751, 2.64273], [3.03497, 2.04340, 1.43698], [2.06371, 2.30917, 0.77024], [4.29379, 2.23116, 1.05789], [4.45460, 2.82742, -0.23301], [1.05176, 1.98703, 3.08654], [1.89070, 0.81015, 4.17578], [1.34023, 0.29391, 2.60284], [5.50185, 3.06996, -0.35061], [3.82976, 3.71369, -0.32994], [4.09797, 2.14117, -1.00368], [-4.54891, 4.04130, 3.49512], [-3.68949, 4.37094, 2.41107], [-2.56283, 3.69330, 2.29646], [-2.16605, 2.81426, 3.02931], [-1.92199, 4.13799, 1.23278], [-0.67828, 3.50476, 0.91362], [-4.72070, 2.97083, 3.55202], [-5.50509, 4.49354, 3.24537], [-4.19491, 4.45546, 4.43806], [-0.06816, 3.45645, 1.80886], [-0.29173, 4.07183, 0.07994], [-0.84870, 2.48606, 0.56065], [0.67950, -7.22459, 3.71467], [0.70524, -6.07546, 2.88216], [1.87157, -5.55214, 2.54989], [2.96392, -5.93348, 2.87868], [1.61882, -4.50894, 1.75537], [2.60525, -3.49009, 1.62906], [1.22236, -8.00277, 3.16959], [-0.34912, -7.55676, 3.78392], [1.10122, -7.13399, 4.71192], [2.55810, -3.14934, 0.59302], [3.61155, -3.83603, 1.83887], [2.25557, -2.62659, 2.19437], [1.55633, 4.95543, -1.70370], [1.23749, 4.39617, -2.99870], [0.11135, 3.68994, -3.07958], [-0.93415, 3.91634, -2.52639], [0.32447, 2.69742, -3.93955], [-0.72468, 1.74722, -4.15098], [2.57041, 5.33409, -1.79281], [1.59529, 4.14005, -0.98061], [0.80808, 5.70947, -1.47539], [-1.69376, 2.21636, -4.31998], [-0.76657, 1.11525, -3.26641], [-0.46501, 1.20202, -5.05300], [-4.81568, -3.09206, 3.96541], [-4.09138, -1.90073, 3.63442], [-3.43513, -1.32694, 4.64480], [-3.39938, -1.71692, 5.77724], [-2.81162, -0.26139, 4.14277], [-1.79666, 0.30440, 4.95379], [-4.11636, -3.84213, 4.34573], [-5.22906, -3.45070, 3.02950], [-5.54233, -2.91817, 4.75546], [-1.39035, 1.19456, 4.48578], [-0.98717, -0.41571, 5.10104], [-2.17146, 0.61138, 5.93198], [3.25252, -3.46008, -3.33305], [3.15324, -2.22857, -4.02811], [3.62961, -2.09370, -5.25707], [4.10701, -2.94688, -5.95186], [3.49344, -0.80309, -5.57857], [3.54263, -0.50034, -6.97599], [2.61686, -3.38793, -2.45511], [4.24203, -3.71100, -2.95145], [2.88562, -4.27488, -3.95571], [2.58406, -0.72264, -7.45306], [4.30045, -1.09707, -7.47537], [3.69819, 0.57151, -7.04949], [1.94436, -0.06475, -1.80220], [0.66785, 0.39232, -1.37547], [0.13244, -0.26007, -0.36571], [0.68733, -1.11161, 0.28768], [-1.11793, 0.15596, -0.22312], [-1.88833, -0.38236, 0.84171], [2.73145, 0.27495, -1.12413], [2.13743, 0.38533, -2.76985], [2.03626, -1.14661, -1.78954], [-1.93172, -1.46556, 0.74202], [-2.88518, 0.04643, 0.77884], [-1.51580, -0.07744, 1.82189], [5.58955, -1.05118, 0.90000], [6.18614, -0.26857, -0.12828], [5.70491, -0.43957, -1.34690], [4.84314, -1.20982, -1.68646], [6.40273, 0.31700, -2.19543], [6.03600, 0.15410, -3.55406], [4.55033, -0.76587, 1.07728], [6.12516, -0.81981, 1.81699], [5.66155, -2.11226, 0.66722], [6.54484, 0.89391, -4.16541], [4.96860, 0.30326, -3.73153], [6.21769, -0.84975, -3.94252], [-9.01107, 3.57746, 3.56487], [-7.77092, 3.22341, 2.95126], [-7.44663, 1.94118, 2.86641], [-8.05702, 1.03158, 3.36187], [-6.34198, 1.84095, 2.13181], [-5.67963, 0.56614, 2.21887], [-9.79775, 3.64456, 2.81681], [-8.80892, 4.52314, 4.05505], [-9.30409, 2.81934, 4.28970], [-6.37386, -0.26574, 2.23440], [-5.06458, 0.57979, 3.11845], [-4.99337, 0.52824, 1.37805], [0.19031, -2.40052, -5.82580], [0.30776, -3.28764, -4.72967], [-0.14156, -2.89988, -3.54067], [-0.66506, -1.84087, -3.29276], [0.10534, -3.84592, -2.66376], [-0.17166, -3.75291, -1.26754], [0.48694, -1.39438, -5.53011], [-0.72298, -2.50764, -6.40599], [0.98540, -2.71926, -6.51011], [-0.31775, -4.77854, -0.94579], [-1.02089, -3.09908, -1.07809], [0.69468, -3.33787, -0.75269], [-1.16758, -3.42926, 2.98015], [-0.72380, -3.33004, 4.31934], [-0.78735, -4.41224, 5.07595], [-1.37240, -5.42828, 4.82162], [-0.13038, -4.14821, 6.20270], [0.06607, -5.19889, 7.12630], [-1.02777, -4.41493, 2.53474], [-0.90590, -2.60398, 2.33397], [-2.26816, -3.48755, 2.99252], [-0.24677, -4.81711, 8.09803], [1.08681, -5.57520, 7.15135], [-0.57524, -6.06706, 6.95576], [-3.52212, 2.26193, -1.55824], [-4.62073, 1.43623, -1.18809], [-5.79821, 2.04383, -0.95974], [-5.92985, 3.23059, -0.88992], [-6.72518, 1.09721, -0.92051], [-8.06110, 1.54002, -0.66925], [-3.75351, 2.98557, -2.33992], [-2.75372, 1.62521, -1.98869], [-3.11644, 2.78508, -0.69397], [-8.11940, 2.56610, -0.31173], [-8.49646, 0.85748, 0.05714], [-8.62046, 1.51075, -1.60638], [7.39985, 5.20563, -4.42694], [6.43120, 4.34684, -4.98775], [5.47894, 3.89660, -4.18560], [5.40411, 4.07548, -2.99716], [4.71116, 3.08417, -4.91025], [3.49613, 2.55536, -4.41646], [8.05444, 4.74956, -3.67971], [6.94150, 6.02205, -3.85824], [7.98195, 5.62450, -5.23960], [3.50277, 2.45568, -3.32748], [3.26246, 1.55770, -4.78370], [2.68274, 3.22515, -4.67981]],
  "lowdin_charge": [-0.016, 0.017, -0.609, 0.115, 0.015, -0.024, 0.084, 0.098, 0.089, 0.102, 0.082, 0.078, -0.023, 0.031, -0.615, 0.105, 0.015, -0.018, 0.080, 0.091, 0.103, 0.080, 0.068, 0.088, -0.037, -0.013, -0.608, 0.137, -0.016, -0.030, 0.102, 0.092, 0.096, 0.074, 0.093, 0.094, -0.006, -0.020, -0.604, 0.142, -0.013, -0.015, 0.093, 0.069, 0.101, 0.096, 0.078, 0.091, -0.026, -0.037, -0.632, 0.148, -0.019, -0.040, 0.089, 0.098, 0.102, 0.065, 0.098, 0.102, -0.031, -0.015, -0.632, 0.143, -0.043, -0.023, 0.077, 0.101, 0.105, 0.093, 0.096, 0.091, -0.011, 0.007, -0.625, 0.101, -0.004, -0.012, 0.078, 0.094, 0.083, 0.088, 0.084, 0.093, -0.026, 0.018, -0.614, 0.120, 0.025, -0.033, 0.089, 0.102, 0.098, 0.101, 0.072, 0.107, -0.021, -0.011, -0.632, 0.125, -0.020, -0.001, 0.097, 0.095, 0.092, 0.102, 0.085, 0.081, -0.032, 0.004, -0.617, 0.131, -0.003, -0.003, 0.091, 0.102, 0.094, 0.103, 0.095, 0.064, -0.029, 0.024, -0.613, 0.120, 0.019, -0.049, 0.093, 0.081, 0.085, 0.096, 0.094, 0.093, -0.035, -0.010, -0.631, 0.142, 0.005, -0.029, 0.102, 0.076, 0.089, 0.093, 0.095, 0.097, -0.051, 0.015, -0.604, 0.127, 0.008, -0.039, 0.099, 0.098, 0.094, 0.084, 0.074, 0.088]
}



(2)
{
  "formula": "C39H81F2N3O30S2Zn",
  "method": "ωB97M-V/def2-TZVPD",
  "homo_lumo_gap_ev": 9.61,
  "total_charge": 0,
  "lumo_energy_ha": 0.0110,
  "largest_force_ev_per_a": 5.88,
  "e_above_lowest_kcal_mol": 0.0,
  "energy_ha": -6731.32002,
  "symbols": ["Zn", "N", "S", "O", "O", "F", "S", "O", "O", "F", "C", "C", "O", "O", "H", "H", "H", "C", "O", "C", "C", "O", "C", "C", "O", "C", "H", "H", "H", "H", "H", "H", "H", "H", "H", "H", "H", "H", "H", "H", "C", "O", "C", "C", "O", "C", "C", "O", "C", "H", "H", "H", "H", "H", "H", "H", "H", "H", "H", "H", "H", "H", "H", "C", "O", "C", "C", "O", "C", "C", "O", "C", "H", "H", "H", "H", "H", "H", "H", "H", "H", "H", "H", "H", "H", "H", "C", "O", "C", "O", "O", "C", "H", "H", "H", "H", "H", "H", "C", "O", "C", "O", "O", "C", "H", "H", "H", "H", "H", "H", "C", "O", "C", "O", "O", "C", "H", "H", "H", "H", "H", "H", "C", "O", "C", "O", "O", "C", "H", "H", "H", "H", "H", "H", "C", "O", "C", "O", "O", "C", "H", "H", "H", "H", "H", "H", "C", "C", "N", "H", "H", "H", "C", "C", "N", "H", "H", "H"],
  "coordinates": [[-1.13830, 2.32059, -1.58939], [-2.32204, 3.45656, -2.56890], [-2.48350, 4.94827, -3.18159], [-3.10575, 5.83984, -2.22240], [-2.69359, 5.12456, -4.57083], [-0.91710, 5.33408, -2.97825], [-3.96429, 3.08693, -2.72375], [-4.54252, 3.05821, -4.02044], [-4.77798, 3.58677, -1.66288], [-3.73347, 1.56611, -2.29305], [0.40686, -1.33882, -0.78726], [-0.15715, 0.04707, -1.10298], [0.24948, 1.07899, -0.50712], [-1.10957, 0.30454, -1.92133], [1.41007, -1.25870, -1.20035], [-0.17859, -2.13929, -1.23981], [0.35323, -1.58133, 0.27346], [3.45229, 9.45419, 3.45089], [2.28128, 8.84246, 3.92155], [1.90237, 7.65057, 3.27451], [2.14902, 6.47130, 4.20684], [1.71435, 5.30513, 3.55832], [1.84899, 4.11301, 4.34810], [1.79485, 3.01836, 3.26748], [2.94196, 3.05903, 2.44537], [2.84256, 2.22612, 1.30044], [4.33950, 9.14231, 4.00496], [3.36699, 10.54287, 3.44348], [3.68216, 9.29864, 2.38825], [2.36874, 7.55038, 2.29072], [0.82744, 7.68202, 3.07247], [1.62702, 6.70009, 5.14616], [3.20306, 6.51508, 4.51309], [0.96091, 4.04585, 4.97955], [2.75920, 3.96843, 4.92910], [0.82406, 3.03153, 2.76287], [1.87682, 2.03712, 3.75544], [2.29997, 2.84178, 0.57569], [2.36860, 1.26397, 1.50843], [3.84849, 2.04450, 0.92030], [1.75124, 2.88331, -3.06599], [0.35186, 2.62734, -3.16780], [-0.14312, 2.04723, -4.39957], [0.64210, 0.81727, -4.76260], [1.83111, 1.19353, -5.45386], [2.62499, 0.11088, -5.84740], [3.64593, 0.63476, -6.89282], [4.82073, 1.22374, -6.36456], [4.57691, 2.50139, -5.76695], [2.02056, 3.47160, -3.94460], [2.29261, 1.94911, -2.93427], [1.96753, 3.54176, -2.22728], [0.00519, 2.82103, -5.15857], [-1.21749, 1.93102, -4.30961], [0.14560, 0.07424, -5.39702], [0.90440, 0.26672, -3.85097], [2.00104, -0.58872, -6.41599], [3.18841, -0.42029, -5.07274], [3.11537, 1.30969, -7.57245], [4.01319, -0.16019, -7.54127], [3.75116, 2.33984, -5.07447], [4.49147, 3.30131, -6.50041], [5.39653, 2.75972, -5.09244], [-0.54964, -5.07463, 0.81014], [-1.27918, -4.19507, 1.64168], [-2.03947, -4.73388, 2.69483], [-1.23648, -5.14549, 3.92490], [-0.71074, -6.46653, 3.92735], [-1.67091, -7.49358, 4.19216], [-1.85107, -7.66611, 5.71359], [-2.40571, -6.53412, 6.38133], [-3.75032, -6.28323, 6.03501], [-1.18265, -5.69101, 0.16766], [0.06368, -5.70344, 1.46137], [0.08670, -4.50715, 0.13376], [-2.72246, -5.48966, 2.28543], [-2.74434, -3.95753, 3.00205], [-1.82163, -4.91178, 4.81375], [-0.35633, -4.50263, 4.00995], [-1.20324, -8.41097, 3.83207], [-2.61603, -7.38045, 3.66024], [-0.94296, -7.88417, 6.27158], [-2.49312, -8.54503, 5.87412], [-4.00603, -5.38232, 6.59707], [-4.39137, -7.07723, 6.43478], [-3.92587, -6.11531, 4.97049], [-2.33771, -2.59063, -4.06708], [-3.11708, -3.70694, -3.67329], [-2.68433, -4.47286, -2.67104], [-1.67601, -4.32514, -2.02577], [-3.55381, -5.44721, -2.54088], [-3.42222, -6.42353, -1.52630], [-1.29119, -2.85684, -3.92527], [-2.57285, -1.73942, -3.41753], [-2.50747, -2.13177, -5.03902], [-2.54550, -7.05463, -1.69068], [-4.26280, -7.11115, -1.54657], [-3.35953, -5.87907, -0.58292], [4.34964, -3.08352, -7.35801], [3.11593, -2.92527, -6.67914], [3.07780, -3.10330, -5.37859], [3.99979, -3.30549, -4.63598], [1.80700, -2.99896, -4.97056], [1.61927, -3.18805, -3.57732], [4.20291, -2.92129, -8.42771], [4.89336, -3.99161, -7.12750], [4.94568, -2.17388, -7.21735], [2.25108, -2.44478, -3.08121], [2.02716, -4.15065, -3.25700], [0.62736, -3.15356, -3.13520], [-0.81581, -1.52904, 2.81511], [-1.08510, -1.65464, 4.20392], [-0.25564, -2.41497, 4.89663], [0.81623, -2.77744, 4.49848], [-0.83832, -2.72421, 6.04915], [-0.13281, -3.70434, 6.83252], [0.10982, -0.97683, 2.67028], [-1.71791, -1.36664, 2.22702], [-0.61636, -2.52742, 2.39775], [0.79198, -3.24110, 7.17595], [0.02770, -4.60474, 6.24679], [-0.71980, -3.89731, 7.72585], [-1.95882, 1.78679, 2.86141], [-3.20709, 1.65611, 2.20023], [-3.26236, 1.90990, 0.90938], [-2.32819, 2.19779, 0.21422], [-4.46164, 1.61111, 0.44088], [-5.47458, 0.99916, 1.22310], [-2.08343, 1.42062, 3.87735], [-1.66835, 2.83363, 2.98032], [-1.15527, 1.28303, 2.32699], [-5.63784, 1.61865, 2.10649], [-5.18123, 0.00361, 1.56110], [-6.40912, 0.91510, 0.67811], [1.63002, 6.02264, -0.76751], [0.59813, 5.83260, 0.20799], [-0.20646, 4.78358, 0.15743], [-0.01179, 3.82396, -0.55878], [-1.12152, 4.81915, 1.08042], [-1.08902, 5.76472, 2.13247], [2.42686, 5.32419, -0.51001], [1.84983, 7.08229, -0.78473], [1.34688, 5.70709, -1.77459], [-0.87076, 6.76325, 1.76833], [-0.39258, 5.53720, 2.94074], [-2.01069, 5.76442, 2.71645], [-3.03468, -1.81743, -0.45830], [-3.86520, -2.64121, 0.39217], [-4.58595, -3.22028, 1.07402], [-1.99721, -2.07803, -0.24863], [-3.14527, -0.77122, -0.17134], [-3.16244, -1.94998, -1.52662], [4.07993, -1.22727, -0.21118], [5.03337, -1.57283, 0.84112], [5.74992, -1.88948, 1.67760], [3.62475, -0.27794, 0.07277], [3.32390, -2.01173, -0.19794], [4.50286, -1.12905, -1.20778]],
  "lowdin_charge": [0.668, -0.301, 0.530, -0.252, -0.224, -0.194, 0.544, -0.222, -0.234, -0.180, 0.030, -0.616, -0.041, -0.072, 0.061, 0.055, 0.078, -0.120, -0.165, -0.201, -0.200, -0.162, -0.144, -0.207, -0.176, -0.089, 0.087, 0.086, 0.084, 0.123, 0.113, 0.134, 0.134, 0.126, 0.132, 0.111, 0.128, 0.077, 0.079, 0.088, -0.045, -0.267, -0.128, -0.163, -0.166, -0.186, -0.182, -0.178, -0.081, 0.102, 0.099, 0.071, 0.144, 0.114, 0.136, 0.124, 0.122, 0.137, 0.131, 0.107, 0.058, 0.094, 0.088, -0.069, -0.242, -0.189, -0.179, -0.120, -0.170, -0.183, -0.210, -0.108, 0.064, 0.095, 0.081, 0.124, 0.114, 0.109, 0.112, 0.125, 0.111, 0.127, 0.120, 0.095, 0.092, 0.081, -0.025, 0.018, -0.614, 0.111, 0.018, -0.028, 0.074, 0.077, 0.103, 0.101, 0.098, 0.085, -0.034, 0.002, -0.649, 0.134, -0.001, -0.043, 0.099, 0.104, 0.090, 0.083, 0.108, 0.060, -0.056, 0.015, -0.664, 0.129, 0.005, -0.014, 0.101, 0.098, 0.070, 0.100, 0.088, 0.098, -0.012, 0.020, -0.574, 0.115, -0.001, -0.013, 0.107, 0.087, 0.088, 0.101, 0.091, 0.104, 0.001, 0.005, -0.568, 0.081, 0.047, -0.025, 0.099, 0.102, 0.081, 0.098, 0.079, 0.105, -0.036, -0.261, 0.157, 0.057, 0.082, 0.068, -0.067, -0.277, 0.130, 0.055, 0.071, 0.086]
}